12
Properties=species:S:1:pos:R:3 method="wB97M-V/def2-TZVPD" e_tot_ev=-7219.235 homo_ha=-0.332 spin_multiplicity=1 homo_lumo_gap_ev=9.8 e_above_lowest_kj_mol=613.27 lumo_energy_ha=0.027
C 2.0675 0.2569 -0.4494
C 1.1000 0.9395 0.0828
C -0.8916 0.1668 -0.2032
C -1.1746 -1.0808 0.6005
N -1.3985 0.6346 -1.4312
N -1.9407 1.1707 -0.4567
H 3.0102 0.6846 -0.2710
H 2.0094 -0.4929 -1.1175
H 0.8327 1.7543 0.7427
H -0.4379 -1.7468 0.3099
H -2.0460 -1.5537 0.4223
H -1.1304 -0.7333 1.7708